# 1
51
Properties=species:S:1:pos:R:3:forces:R:3:mulliken_charge:R:1 method="wB97M-V/def2-TZVPD" charge=0 gap_ev=10.0
O -0.454951 0.876616 -1.565027 -0.5 0.5 0.1 -0.553
C -0.060517 0.087303 -0.753128 0.7 -1.3 -1.0 -0.264
C 1.310960 0.149381 -0.136214 2.0 1.2 1.0 0.841
C 2.032012 1.402993 -0.649766 -0.1 -0.1 -0.2 -1.495
N 1.213098 0.150052 1.342109 -1.0 1.4 -1.3 -0.649
H -0.583888 -0.878417 -0.653418 -0.4 0.2 0.8 0.505
H 1.979774 -0.677634 -0.393968 -0.9 -0.4 -0.6 0.321
H 3.102141 1.250961 -0.778622 0.1 0.0 0.4 0.334
H 1.852367 2.239344 0.024309 0.1 0.2 -0.1 0.306
H 1.649037 1.646489 -1.639560 0.0 0.2 0.1 0.328
H 2.089926 0.058335 1.823419 0.0 -0.7 0.1 0.265
H 0.458421 -0.461598 1.572671 0.2 -0.8 1.1 -0.021
H -1.280869 -2.081863 -2.035302 0.3 -0.8 -0.2 0.317
H -0.576092 -3.478069 -1.812072 -0.2 -0.7 0.5 0.279
O -0.486457 -2.626759 -2.220355 -1.4 1.3 -0.5 -0.668
H -5.112809 -1.068911 -1.456245 0.1 0.5 0.2 0.279
H -4.127962 0.005705 -0.745242 -0.7 -0.4 -0.4 0.484
O -4.231812 -0.906721 -1.107531 0.6 -0.3 0.0 -0.641
H 3.124218 -0.599731 -3.560395 -0.1 0.2 0.5 0.341
H 2.093262 -1.102940 -4.597613 1.9 0.2 0.4 0.331
O 3.059721 -1.156608 -4.331465 -1.6 -0.2 -1.5 -0.680
H -1.519929 -1.270545 2.198058 0.3 -1.5 0.5 0.324
H -1.823832 0.073516 2.376213 -0.2 0.3 1.3 0.322
O -1.663134 -0.696828 2.960038 -0.1 1.1 -1.6 -0.624
H 0.948243 -2.008678 -2.199081 1.3 -0.2 0.4 0.527
H 2.058607 -2.446187 -3.054626 1.0 -0.6 -1.7 0.291
O 1.954489 -2.114609 -2.189732 -1.5 0.6 1.6 -0.805
H -0.451243 -3.344696 0.723992 0.6 -0.8 0.0 0.258
H 0.031842 -3.546604 2.254859 -0.1 -0.3 -0.8 0.312
O -0.376493 -2.966303 1.593931 -0.9 1.5 0.9 -0.583
H -1.369574 3.053227 1.197684 -0.6 1.2 0.8 0.347
H -2.633234 3.862165 1.856274 1.1 -0.2 -0.1 0.252
O -2.335420 3.187391 1.230196 -0.6 -0.6 -0.2 -0.561
H -0.676537 5.137922 -0.781485 -0.1 0.4 0.1 0.337
H -0.335071 3.855590 -1.427638 -0.1 -0.8 -0.5 0.341
O 0.007460 4.737836 -1.325218 0.1 0.2 0.3 -0.696
H -4.192546 2.363882 0.057677 0.7 -0.6 0.2 0.278
H -3.156830 1.386645 0.699548 0.2 0.7 0.5 0.282
O -3.769672 1.490807 -0.017893 -1.2 -0.2 -1.0 -0.672
H 0.545209 3.826263 2.178369 0.1 0.3 -0.1 0.449
H 0.339726 4.128718 0.675205 0.4 0.3 -0.3 0.299
O 0.046751 4.389516 1.552486 -0.1 -0.2 0.3 -0.741
H 1.957744 -3.823842 1.630653 -0.4 -0.4 0.0 0.365
H 2.192296 -3.733691 3.054706 0.1 -0.4 0.7 0.350
O 1.860436 -4.384175 2.426438 0.4 0.9 -0.3 -0.676
H 1.903659 -4.667985 0.114212 -1.5 2.1 -1.9 0.312
H 1.740527 -3.473121 -1.073583 0.4 -0.2 0.4 0.377
O 1.334274 -3.895769 -0.280821 1.4 -2.3 1.1 -0.668
H 1.099141 1.988695 3.547903 0.3 0.6 0.3 0.319
H 1.244250 1.914147 2.109726 0.5 0.3 0.1 0.476
O 1.516676 2.522539 2.849226 -0.7 -1.1 -0.1 -0.749

# 2
52
Properties=species:S:1:pos:R:3:forces:R:3:mulliken_charge:R:1 method="wB97M-V/def2-TZVPD" charge=0 gap_ev=8.9
C 2.492232 0.932894 0.925311 -2.3 1.2 1.5 -0.394
N 2.218829 0.991298 -0.519840 -0.4 -1.4 0.8 -0.080
C 3.401573 1.016945 -1.341453 0.0 0.0 0.1 -0.215
O 4.460960 0.202346 -0.922409 -0.9 -4.2 1.1 -0.543
C 1.154060 1.650799 1.672337 0.1 0.1 -0.3 -0.368
N 0.293531 0.776875 2.501904 -1.3 -0.3 0.1 -0.392
H 3.340243 1.555287 1.196443 0.0 0.4 -0.4 0.469
H 2.805469 -0.052027 1.394044 -0.9 0.7 -0.7 0.125
H 1.581559 0.203549 -0.795938 1.0 1.0 0.2 0.092
H 3.013620 0.567749 -2.299528 0.8 1.7 0.3 0.058
H 3.944045 2.003127 -1.181619 -1.3 -0.5 -1.3 0.335
H 4.040265 -0.756993 -0.757637 1.4 2.8 -0.5 0.292
H 1.449890 2.384153 2.485381 0.2 -0.3 -1.6 0.286
H 0.454355 2.167463 0.875642 1.9 -0.7 1.2 0.089
H -0.073563 -0.052953 2.012780 0.2 0.6 0.0 0.070
H -0.561349 1.358086 2.736143 1.3 -1.0 -0.2 0.218
H -4.537929 0.279088 -2.204477 -3.4 -1.9 1.4 0.271
H -3.235177 -0.133380 -2.907746 -1.0 0.8 0.8 0.278
O -3.769760 0.613004 -2.526330 4.4 0.8 -2.2 -0.570
H -0.962282 1.531077 -2.972940 0.4 -1.0 -0.1 0.260
H -0.346133 1.855462 -1.512182 0.3 -0.6 -0.4 0.318
O -0.883107 2.137734 -2.254194 -0.6 1.7 0.6 -0.616
H 2.286628 -2.651942 0.259554 -3.3 -0.6 6.1 0.390
H 3.107762 -3.466604 -0.672573 -1.2 3.6 0.3 0.338
O 2.719463 -2.490041 -0.482495 5.1 -2.6 -6.3 -0.523
H 0.358799 -3.808609 -1.271232 0.6 -5.4 2.8 0.237
H 0.739154 -2.337715 -1.070527 0.6 0.0 0.6 0.308
O 0.315863 -3.000747 -1.595964 -1.8 5.2 -3.9 -0.558
H -4.735739 2.657585 -1.281864 -0.5 0.3 -0.6 0.270
H -3.452351 2.006085 -0.937147 0.2 -0.2 -0.1 0.416
O -4.216330 2.427049 -0.523109 0.3 0.2 0.6 -0.643
H -2.042095 -2.381302 1.639397 -2.1 -3.7 -1.1 0.248
H -2.270416 -0.797312 1.407831 -2.8 1.7 -1.5 0.307
O -1.825045 -1.523206 1.724503 4.9 1.8 2.6 -0.527
H -2.527458 3.884268 0.723409 1.3 -2.0 1.0 0.310
H -2.398238 4.206565 2.112120 1.3 -2.3 -0.5 0.298
O -2.062432 3.429632 1.521512 -2.5 4.1 -0.5 -0.594
H 1.586622 -1.493435 -3.335893 -0.4 -0.1 0.5 0.267
H 1.571165 -0.072229 -3.711555 0.1 0.8 -0.4 0.252
O 1.218540 -0.645338 -3.039175 0.1 -0.8 -0.2 -0.543
H -2.815460 1.327735 1.616958 -0.9 0.0 -0.1 0.322
H -4.269383 1.107262 1.114013 -0.2 0.6 -0.5 0.287
O -3.560956 0.691886 1.595276 1.3 -0.4 0.6 -0.678
H -3.004794 -3.173506 -2.217756 -0.8 -1.4 0.8 0.261
H -1.717974 -2.528162 -2.623982 -1.4 0.5 0.1 0.331
O -2.713369 -2.395402 -2.639728 2.4 1.1 -0.8 -0.600
H 1.131920 -0.521668 4.085044 -0.4 1.3 -0.9 0.351
H 1.377403 -1.451950 5.147252 -0.2 -1.1 1.5 0.311
O 1.788813 -1.152110 4.363375 0.7 0.2 -0.7 -0.636
H 0.652418 -2.132486 2.213172 -1.0 -0.6 -0.6 0.311
H 1.977405 -1.779721 2.581997 -0.9 -3.0 -2.5 0.312
O 1.484600 -2.480257 1.871464 1.6 3.3 3.3 -0.811

# 3
51
Properties=species:S:1:pos:R:3:forces:R:3:mulliken_charge:R:1 method="wB97M-V/def2-TZVPD" charge=0 gap_ev=8.4
O -3.397180 2.458726 -0.951477 -3.0 1.3 -1.6 -0.415
H -2.644854 1.894472 -0.697625 3.2 -2.3 1.0 0.257
H -3.698015 2.124712 -1.848566 0.2 0.4 1.3 0.470
H -4.138663 2.449034 -0.288268 1.0 -0.4 -0.5 0.462
C 0.029795 2.085365 0.990292 3.5 -1.9 0.6 -0.829
C 0.055703 1.565585 -0.436969 -2.1 -0.8 -0.1 0.796
C 1.215290 0.557766 -0.672466 -1.6 1.5 1.0 0.032
O -1.248777 0.908386 -0.624848 0.4 0.9 -0.3 -0.651
H -0.616156 2.856502 1.201749 -1.7 1.8 0.1 0.499
H 1.052476 2.393362 1.368468 -1.0 -0.1 -0.5 0.283
H -0.200458 1.232800 1.659956 0.1 0.3 -0.4 -0.546
H 0.085952 2.394172 -1.160034 0.4 0.0 0.1 0.458
H 1.157285 -0.134368 0.209948 0.7 0.4 -1.1 -0.298
H 2.063929 1.231086 -0.767895 0.7 -0.5 0.4 0.583
H 1.080306 0.086693 -1.629408 0.0 -0.5 -0.1 -0.654
O 0.803910 -2.822534 -0.150869 0.5 0.5 -1.4 -0.842
H 0.790927 -2.579645 -1.123888 0.5 -0.5 1.0 0.420
H 0.005004 -2.362412 0.144726 -0.4 -0.3 0.3 0.456
O -1.313836 -0.031208 -3.247223 -1.2 -1.2 -0.4 -0.797
H -1.108293 0.360127 -2.393200 -0.1 0.6 1.2 0.297
H -2.059323 -0.644142 -3.020836 1.0 0.8 -0.4 0.309
O 0.891356 -1.962970 -2.933927 -1.2 0.4 0.7 -0.767
H 0.210420 -1.276447 -2.752432 0.2 -0.7 -0.6 0.385
H 1.623870 -1.436750 -3.265183 0.7 -0.2 -0.4 0.433
O 3.150161 0.859141 1.909092 0.3 0.7 1.0 -0.691
H 2.939448 -0.047358 1.698564 0.0 -1.0 0.0 0.338
H 3.014578 1.323855 1.099548 -0.1 0.6 -0.7 0.360
O 4.435774 -0.827228 -0.972172 2.0 0.9 -3.4 -0.608
H 4.188655 -0.570484 -0.145132 -0.7 1.3 3.9 0.300
H 3.922224 -1.583966 -1.086909 -1.2 -2.2 -0.5 0.338
O -4.106293 -0.611299 -0.601871 -0.3 1.5 -0.1 -0.565
H -3.354818 -1.172057 -0.666655 1.5 -0.6 0.3 0.240
H -4.818244 -1.217163 -0.670739 -1.3 -0.8 -0.1 0.280
O 3.060925 -1.788972 1.392108 0.6 0.4 -0.1 -0.675
H 2.960469 -2.159033 2.260359 0.1 -0.3 0.7 0.267
H 2.241370 -2.001799 0.948614 -0.9 -0.6 -0.8 0.391
O -2.864218 1.180522 1.544021 -0.8 0.9 0.5 -0.749
H -3.357970 0.364704 1.613164 -0.1 -0.5 -0.1 0.330
H -2.033607 0.941688 1.121697 0.4 -0.3 -1.0 0.419
O -1.572738 1.292202 3.910062 2.3 0.3 -1.3 -0.645
H -2.309923 1.284070 4.463552 -1.9 0.0 1.3 0.258
H -1.887717 1.523917 3.015140 -0.4 -0.2 0.5 0.358
O -0.311556 -1.093054 2.987176 0.6 1.0 -1.5 -0.594
H -0.356034 -1.593047 3.766397 -0.2 -1.3 1.6 0.248
H -0.243896 -0.182483 3.296233 -0.2 0.2 0.1 0.236
O 3.131400 -0.671457 -3.723192 -0.7 0.5 -0.3 -0.704
H 3.091331 -0.043995 -2.998321 0.2 0.2 0.3 0.349
H 4.032637 -0.959294 -3.731409 0.8 -0.3 0.0 0.321
O -1.429129 -1.531736 0.577225 -0.4 -0.4 -0.5 -0.839
H -1.206720 -0.780352 0.010647 -0.2 0.9 -0.7 0.256
H -0.956776 -1.283634 1.372773 0.0 -0.2 1.2 0.442

| no. | maximum force (Eh/bohr) |
| --- | --- |
| 1 | 0.0626 |
| 2 | 0.1658 |
| 3 | 0.0812 |